[1]
{
  "formula": "C6H10BrF",
  "method": "ωB97M-V/def2-TZVPD",
  "total_energy_ha": -2908.395740,
  "orbital_gap_ha": 0.38616,
  "fmax_ev_per_a": 3.939,
  "smiles": "C=C[C@@H](C)F.C=CBr",
  "de_lowest_kcal_mol": 33.58,
  "elements": ["C", "C", "C", "C", "C", "C", "F", "Br", "H", "H", "H", "H", "H", "H", "H", "H", "H", "H"],
  "positions_angstrom": [[-0.314, 0.829, 0.698], [0.638, 0.843, -0.249], [3.087, 0.589, 0.139], [-3.367, -0.333, -0.433], [1.778, -0.147, -0.244], [-2.543, -1.331, -0.363], [1.464, -1.215, 0.614], [-2.469, -2.473, 1.139], [-1.198, 1.338, 0.433], [-0.383, 0.126, 1.568], [2.900, 1.321, -0.633], [4.042, -0.055, 0.048], [3.082, 0.921, 1.195], [-3.921, -0.049, 0.504], [0.530, 1.552, -1.017], [-3.236, 0.491, -1.156], [1.838, -0.665, -1.214], [-1.928, -1.741, -1.029]],
  "mulliken_charge": [-0.891, -0.191, -0.987, -0.505, 0.261, -0.345, -0.330, -0.134, 0.380, 0.279, 0.342, 0.275, 0.269, 0.262, 0.377, 0.292, 0.226, 0.419]
}



[2]
{
  "formula": "CH4NO2S",
  "method": "ωB97M-V/def2-TZVPD",
  "total_energy_ha": -643.572649,
  "orbital_gap_ha": 0.34329,
  "fmax_ev_per_a": 4.157,
  "smiles": "[NH3+][C@@]1(O)OS1",
  "de_lowest_kcal_mol": 6.70,
  "charge": 1,
  "elements": ["C", "N", "O", "O", "S", "H", "H", "H", "H"],
  "positions_angstrom": [[1.009, 0.327, 0.068], [-0.256, -0.585, 0.035], [1.825, 0.164, 1.114], [0.605, 1.550, -0.324], [2.586, -0.293, -0.369], [-0.883, -0.295, -0.777], [-0.968, -0.441, 0.767], [-0.357, -1.645, -0.153], [0.371, 2.229, 0.325]],
  "mulliken_charge": [0.554, -0.435, -0.312, -0.437, 0.067, 0.420, 0.380, 0.404, 0.359]
}



[3]
{
  "formula": "C21H48BN3O3P",
  "method": "ωB97M-V/def2-TZVPD",
  "total_energy_ha": -1584.990728,
  "orbital_gap_ha": [0.18540, 0.16391],
  "fmax_ev_per_a": 2.900,
  "charge": -1,
  "spin_multiplicity": 3,
  "elements": ["C", "N", "C", "B", "P", "C", "O", "H", "H", "H", "H", "H", "H", "H", "H", "H", "H", "H", "H", "C", "C", "C", "C", "C", "C", "N", "O", "C", "C", "C", "H", "H", "H", "H", "H", "H", "H", "H", "H", "H", "H", "H", "H", "H", "H", "H", "H", "H", "C", "C", "C", "C", "C", "C", "N", "O", "C", "C", "C", "H", "H", "H", "H", "H", "H", "H", "H", "H", "H", "H", "H", "H", "H", "H", "H", "H", "H"],
  "positions_angstrom": [[-3.527, -3.321, 5.955], [-2.413, -3.935, 5.216], [-1.594, -2.989, 4.441], [-1.224, -3.392, 2.889], [-0.999, -5.259, 2.477], [0.707, -5.396, 1.652], [-0.829, -6.240, 3.881], [-3.672, -3.832, 6.930], [-3.418, -2.240, 6.104], [-4.465, -3.519, 5.386], [-2.814, -4.664, 4.652], [-0.643, -2.722, 4.961], [-2.153, -2.021, 4.389], [-2.043, -2.872, 2.161], [-0.173, -2.843, 2.629], [1.339, -4.526, 1.892], [0.584, -5.575, 0.574], [1.183, -6.305, 2.076], [-1.393, -6.977, 3.703], [4.185, 0.640, 0.224], [2.662, 0.521, 0.523], [2.062, 1.903, 0.818], [2.458, 2.456, 2.182], [2.126, 1.444, 3.276], [2.743, 0.065, 3.009], [2.446, -0.431, 1.640], [1.190, -0.800, 1.618], [4.267, 0.150, 3.238], [2.256, -0.927, 4.075], [2.057, 0.011, -0.793], [4.404, 0.459, -0.829], [4.578, 1.630, 0.464], [4.769, -0.106, 0.759], [0.969, 1.841, 0.775], [2.355, 2.611, 0.036], [3.524, 2.707, 2.200], [1.924, 3.391, 2.371], [2.471, 1.822, 4.242], [1.037, 1.356, 3.355], [4.754, -0.791, 2.974], [4.479, 0.342, 4.291], [4.749, 0.956, 2.686], [1.170, -1.017, 4.102], [2.574, -0.598, 5.066], [2.676, -1.920, 3.903], [2.448, -0.975, -1.049], [2.312, 0.694, -1.609], [0.969, -0.048, -0.759], [0.279, 2.303, -4.480], [-0.889, 2.461, -3.463], [-1.315, 1.090, -2.917], [-2.083, 0.249, -3.929], [-3.270, 1.035, -4.482], [-2.855, 2.394, -5.060], [-2.019, 3.179, -4.111], [-2.803, 3.636, -3.169], [-2.100, 2.163, -6.385], [-4.109, 3.175, -5.476], [-0.280, 3.265, -2.306], [1.219, 2.679, -4.073], [0.449, 1.262, -4.758], [0.120, 2.885, -5.386], [-1.948, 1.232, -2.035], [-0.437, 0.541, -2.572], [-1.423, -0.070, -4.741], [-2.439, -0.666, -3.452], [-3.772, 0.444, -5.252], [-4.002, 1.177, -3.681], [-1.714, 3.103, -6.785], [-2.775, 1.745, -7.135], [-1.276, 1.457, -6.301], [-4.802, 3.327, -4.649], [-4.652, 2.628, -6.248], [-3.842, 4.152, -5.886], [0.038, 4.256, -2.639], [0.599, 2.750, -1.915], [-0.968, 3.388, -1.470]],
  "mulliken_spin": [0.000, 0.000, 0.000, 0.002, -0.001, 0.002, 0.000, 0.000, 0.000, 0.000, 0.000, 0.000, 0.000, 0.000, 0.001, -0.001, 0.000, 0.000, 0.000, 0.012, 0.039, 0.015, -0.019, 0.013, 0.039, 0.293, 0.629, 0.013, -0.028, -0.008, 0.002, 0.000, -0.012, 0.001, 0.000, 0.000, 0.002, 0.000, 0.003, -0.008, 0.001, 0.002, 0.008, 0.000, 0.000, -0.004, 0.002, 0.004, 0.018, 0.023, 0.017, -0.018, 0.020, 0.030, 0.331, 0.587, 0.016, -0.007, -0.009, 0.002, 0.000, -0.016, 0.002, 0.006, 0.001, 0.002, 0.000, 0.004, -0.009, 0.000, 0.001, 0.000, 0.000, -0.001, -0.008, 0.004, 0.001]
}



[4]
{
  "formula": "C5H7N",
  "method": "ωB97M-V/def2-TZVPD",
  "total_energy_ha": -249.378537,
  "orbital_gap_ha": 0.32860,
  "fmax_ev_per_a": 4.515,
  "smiles": "Cn1cccc1",
  "de_lowest_kcal_mol": 59.43,
  "elements": ["C", "C", "C", "C", "C", "H", "H", "H", "H", "H", "H", "H", "N"],
  "positions_angstrom": [[-2.001, -0.004, 0.002], [0.372, -1.142, -0.110], [1.732, -0.698, -0.064], [1.692, 0.733, -0.090], [0.317, 1.056, -0.181], [-2.239, 0.988, 0.283], [-2.421, -0.337, -1.017], [-1.875, -0.687, 0.969], [0.033, -2.268, 0.083], [2.675, -1.202, -0.005], [2.515, 1.548, 0.252], [-0.270, 2.083, 0.138], [-0.530, -0.070, -0.260]],
  "mulliken_charge": [-0.725, -0.440, -0.357, -0.359, -0.171, 0.247, 0.271, 0.309, 0.244, 0.400, 0.240, 0.164, 0.175]
}



[5]
{
  "formula": "C12H39O8Ti",
  "method": "ωB97M-V/def2-TZVPD",
  "total_energy_ha": -1931.473529,
  "orbital_gap_ha": [0.19792, 0.14092],
  "fmax_ev_per_a": 2.558,
  "charge": 1,
  "spin_multiplicity": 5,
  "elements": ["Ti", "O", "H", "C", "O", "H", "H", "H", "H", "C", "O", "H", "H", "H", "H", "C", "C", "O", "H", "H", "H", "H", "H", "H", "C", "C", "O", "H", "H", "H", "H", "H", "H", "C", "C", "O", "H", "H", "H", "H", "H", "H", "C", "C", "O", "H", "H", "H", "H", "H", "H", "C", "C", "O", "H", "H", "H", "H", "H", "H"],
  "positions_angstrom": [[-1.264, 1.565, -0.678], [0.295, 0.099, 0.099], [-0.153, -0.768, 0.048], [1.671, 3.012, 1.460], [0.719, 2.756, 0.433], [1.332, 2.607, 2.413], [2.668, 2.636, 1.231], [1.843, 4.067, 1.674], [0.680, 1.801, 0.337], [2.943, -1.039, 1.817], [2.916, -0.148, 0.754], [3.970, -1.404, 1.823], [2.695, -0.509, 2.737], [2.243, -1.842, 1.585], [2.008, 0.125, 0.605], [2.245, 1.579, -4.073], [1.992, 1.697, -2.576], [0.620, 1.332, -2.328], [1.982, 0.608, -4.493], [3.274, 1.850, -4.310], [1.613, 2.259, -4.645], [2.065, 2.725, -2.224], [2.624, 1.104, -1.916], [0.700, 0.801, -1.532], [-1.968, 3.243, 2.975], [-2.996, 2.389, 2.274], [-2.294, 1.414, 1.469], [-1.370, 3.777, 2.238], [-1.418, 2.699, 3.744], [-2.453, 4.083, 3.472], [-3.733, 2.924, 1.675], [-3.578, 1.900, 3.055], [-1.753, 0.897, 2.071], [-2.849, -2.283, -1.690], [-2.389, -0.877, -2.115], [-3.092, 0.100, -1.376], [-2.587, -2.488, -0.652], [-2.360, -3.031, -2.315], [-3.900, -2.532, -1.831], [-2.549, -0.801, -3.190], [-1.312, -0.810, -1.958], [-3.976, -0.216, -1.573], [2.419, -3.372, -2.689], [1.906, -2.053, -2.111], [0.858, -2.335, -1.176], [1.663, -3.897, -3.273], [2.814, -4.064, -1.945], [3.265, -3.149, -3.339], [1.453, -1.460, -2.905], [2.711, -1.481, -1.649], [0.637, -1.485, -0.788], [-2.019, -1.928, 3.544], [-1.151, -1.565, 2.379], [-0.555, -0.302, 2.526], [-2.864, -1.241, 3.577], [-1.469, -1.849, 4.482], [-2.420, -2.941, 3.495], [-1.697, -1.604, 1.437], [-0.426, -2.374, 2.291], [-0.230, -0.197, 1.629]],
  "mulliken_spin": [3.049, -0.193, 0.060, -0.003, 0.005, 0.001, 0.001, 0.001, -0.016, 0.045, 0.598, 0.003, 0.057, 0.046, 0.000, -0.002, 0.010, 0.068, 0.000, -0.001, 0.000, 0.001, 0.002, -0.005, 0.037, -0.006, 0.008, -0.005, 0.001, 0.003, -0.019, 0.006, -0.012, 0.004, 0.022, -0.006, -0.002, 0.001, 0.000, -0.020, 0.047, 0.006, -0.005, 0.014, 0.136, 0.004, 0.002, 0.000, 0.017, 0.028, -0.062, 0.003, 0.012, 0.001, 0.000, 0.000, 0.000, 0.020, 0.001, 0.038]
}



[6]
{
  "formula": "C3H6N4O",
  "method": "ωB97M-V/def2-TZVPD",
  "total_energy_ha": -412.061087,
  "orbital_gap_ha": 0.33827,
  "fmax_ev_per_a": 2.688,
  "smiles": "[H]/N=N/C(=N\\[H])O/C(C)=N/[H]",
  "de_lowest_kcal_mol": 92.78,
  "elements": ["C", "C", "N", "N", "N", "H", "H", "H", "H", "H", "N", "C", "O", "H"],
  "positions_angstrom": [[-0.590, 1.400, 1.387], [0.271, 0.341, 0.773], [0.230, -0.360, -1.280], [1.061, -0.882, -2.025], [1.528, 0.255, 0.809], [1.820, -0.211, -2.228], [1.967, 1.011, 1.333], [-1.415, 1.659, 0.723], [-0.001, 2.288, 1.628], [-1.011, 1.020, 2.320], [-1.388, -2.152, -1.228], [-0.736, -1.223, -0.653], [-0.693, -0.918, 0.628], [-1.043, -2.227, -2.187]],
  "mulliken_charge": [-1.074, 1.020, 0.212, -0.674, -0.688, 0.257, 0.276, 0.298, 0.374, 0.281, -0.639, 0.485, -0.392, 0.265]
}